Entry from the OMol25 dataset: a 2-piece molecular cluster, C2H4N4S overall (ωB97M-V/def2-TZVPD).

```
11
C2H4N4S ωB97M-V/def2-TZVPD
C 2.38629 0.57595 0.69084
C -0.29034 -0.45101 -1.05982
N 2.25951 1.59531 -0.19301
N 1.46212 -0.33664 0.51411
N 1.26500 1.32959 -0.93337
N 0.76230 0.14744 -0.51474
S -2.48281 1.09389 0.19693
H 3.15100 0.51821 1.43400
H -0.72202 0.00188 -1.93049
H -0.61209 -1.39079 -0.66056
H -2.41448 0.46759 1.37467
```

**Frontier orbital gap (alpha / beta)**: 6.15 / 6.15 eV
**Highest occupied orbital energy (alpha / beta)**: -8.632 / -8.626 eV
**DFT total energy**: -695.66869 Ha
**Charge**: 0

These are the Löwdin partial charges, in e, on atoms 1 to 2:
1. C -0.17
2. C 0.08


Entry from the OMol25 dataset: a single C2H4N4S molecule (ωB97M-V/def2-TZVPD).

```
11
C2H4N4S ωB97M-V/def2-TZVPD
C 0.17586 0.95653 0.22602
C 0.26782 -1.02864 -0.39011
H 1.59077 2.27397 0.77428
H 0.08638 2.58431 1.31403
H -1.87258 -1.20946 -0.52385
H -0.53087 -3.00642 -0.95900
N 0.60100 2.23563 0.55777
N -1.07953 0.62377 0.14099
N -1.03542 -0.67813 -0.27469
N 1.04890 -0.06263 -0.07491
S 0.74765 -2.68892 -0.79053
```

**Frontier orbital gap**: 9.24 eV
**Highest occupied orbital energy**: -8.661 eV
**DFT total energy**: -695.82462 Ha
**Charge**: 0

These are the Löwdin partial charges, in e, on atoms 1 to 2:
1. C -0.49
2. C -0.77